Record 1
Formula: C8H32O8
Source: the Open Molecules 2025 dataset
Level of theory: wB97M-V/def2-TZVPD

```
48
C8H32O8, DFT wB97M-V/def2-TZVPD
C 18.621 19.414 -14.446
O 19.862 18.985 -13.940
H 18.159 18.736 -15.162
H 17.854 19.421 -13.652
H 18.643 20.434 -14.844
H 20.061 19.535 -13.180
C 15.592 15.665 -20.665
O 17.019 15.775 -20.453
H 15.041 15.967 -19.776
H 15.342 16.345 -21.479
H 15.326 14.662 -20.996
H 17.321 15.017 -19.946
C 18.690 22.829 -20.702
O 17.831 22.264 -19.731
H 19.442 22.087 -20.943
H 18.151 23.062 -21.631
H 19.118 23.775 -20.355
H 17.015 22.769 -19.694
C 14.137 19.932 -21.846
O 15.105 18.894 -21.947
H 14.279 20.505 -20.930
H 14.235 20.596 -22.707
H 13.136 19.498 -21.856
H 15.656 18.934 -21.155
C 15.752 16.193 -16.538
O 16.828 16.203 -15.615
H 15.322 15.194 -16.655
H 14.955 16.858 -16.203
H 16.059 16.532 -17.531
H 17.635 16.360 -16.109
C 15.741 22.129 -15.720
O 15.189 22.462 -14.450
H 14.963 22.291 -16.463
H 16.595 22.773 -15.934
H 16.003 21.068 -15.781
H 15.880 22.370 -13.788
C 17.773 16.187 -24.126
O 18.198 16.776 -22.915
H 16.847 16.644 -24.499
H 18.558 16.322 -24.866
H 17.588 15.110 -24.022
H 17.653 16.424 -22.204
C 17.376 18.947 -18.479
O 16.561 18.455 -19.516
H 17.223 18.370 -17.557
H 18.440 18.843 -18.722
H 17.193 20.000 -18.288
H 16.949 17.664 -19.909
```

Values from the calculation:
Charge   0
SMILES   CO.CO.CO.CO.CO.CO.CO.CO
Kohn-Sham gap   0.374 Eh
Energy above the lowest of the compared OMol25 structures with the same formula, charge and spin   348.87 kJ/mol
HOMO energy   -9.83 eV
DFT total energy   -25191.183 eV

---

Record 2
Formula: C4H14HgNO
Source: the Open Molecules 2025 dataset
Level of theory: wB97M-V/def2-TZVPD

```
21
C4H14HgNO, DFT wB97M-V/def2-TZVPD
C -0.325 -2.174 -3.448
Hg -1.542 -1.816 -1.698
N -3.369 -1.282 -0.508
H 1.548 0.451 -0.026
H -0.009 -2.232 -1.872
H 0.788 -2.246 -3.542
H -0.616 -1.264 -4.017
H -0.757 -3.121 -3.816
H -3.452 -0.289 -0.285
H -3.409 -1.775 0.389
H -4.229 -1.536 -1.001
C 2.644 2.317 2.305
C 1.707 1.505 1.542
C 0.312 1.258 1.909
O 2.220 0.981 0.448
H 2.136 2.703 3.195
H 3.018 3.169 1.713
H 3.522 1.732 2.624
H -0.400 1.654 1.162
H 0.098 0.186 2.069
H 0.116 1.779 2.858
```

Values from the calculation:
Charge   -1
Kohn-Sham gap (spin up / spin down)   0.089 / 0.105 Eh
Energy above the lowest of the compared OMol25 structures with the same formula, charge and spin   507.89 kJ/mol
HOMO energy (spin up / spin down)   0.15 / -0.05 eV
DFT total energy   -12078.312 eV

---

Record 3
Formula: H38O19
Source: the Open Molecules 2025 dataset
Level of theory: wB97M-V/def2-TZVPD

```
57
H38O19, DFT wB97M-V/def2-TZVPD
O 2.830 1.680 3.625
H 3.244 1.628 4.487
H 1.943 1.346 3.765
O -3.063 -1.991 2.431
H -2.395 -2.601 2.744
H -2.678 -1.594 1.650
O -2.457 1.107 0.615
H -2.003 0.541 -0.009
H -3.267 1.354 0.169
O -4.089 1.314 -1.724
H -4.086 0.557 -2.310
H -3.576 1.977 -2.186
O -1.566 -3.950 0.036
H -0.740 -4.300 0.370
H -1.562 -4.171 -0.895
O -0.050 -0.395 -0.099
H 0.431 0.418 0.054
H -0.294 -0.698 0.776
O 2.159 5.215 0.202
H 2.215 5.373 1.145
H 2.922 4.672 0.004
O 0.090 -2.297 -2.326
H 0.841 -2.889 -2.279
H 0.185 -1.727 -1.564
O 4.484 3.626 0.924
H 4.911 3.155 0.209
H 4.219 2.941 1.538
O 2.436 -3.652 -1.618
H 2.756 -4.440 -2.057
H 3.229 -3.177 -1.368
O -2.367 -2.736 -3.709
H -1.486 -2.771 -3.335
H -2.516 -3.617 -4.052
O -2.248 2.247 3.327
H -2.031 1.505 2.762
H -2.868 2.766 2.815
O 1.399 1.753 0.830
H 1.262 2.696 0.921
H 2.153 1.565 1.390
O -3.312 -1.756 5.577
H -2.551 -1.347 5.165
H -4.063 -1.404 5.099
O 2.525 1.093 -4.176
H 2.374 1.836 -3.591
H 2.270 1.414 -5.041
O -0.887 0.412 -3.320
H -0.259 -0.248 -3.025
H -0.937 0.289 -4.268
O -2.490 2.673 -3.254
H -2.646 2.636 -4.197
H -1.787 2.041 -3.101
O -1.182 -3.461 3.501
H -0.662 -3.256 4.279
H -1.367 -4.397 3.577
O 5.774 0.050 -0.078
H 4.891 0.206 0.257
H 5.944 0.791 -0.660
```

Values from the calculation:
Charge   0
Kohn-Sham gap   0.355 Eh
Energy above the lowest of the compared OMol25 structures with the same formula, charge and spin   257.01 kJ/mol
HOMO energy   -10.16 eV
DFT total energy   -39520.235 eV

---

Record 4
Formula: C8H15NOSi
Source: the Open Molecules 2025 dataset
Level of theory: wB97M-V/def2-TZVPD

```
26
C8H15NOSi, DFT wB97M-V/def2-TZVPD
C -4.103 0.150 0.869
C -3.044 1.076 0.772
C -3.939 -0.757 -0.141
C -2.278 0.703 -0.297
C 0.276 -1.950 0.019
C 2.954 0.143 -1.693
C 3.539 1.834 0.865
C 0.587 -0.966 1.096
N -2.829 -0.412 -0.844
O 1.429 0.005 0.896
Si 2.191 0.969 -0.149
H -4.889 0.153 1.598
H -2.874 1.916 1.415
H -4.530 -1.611 -0.410
H 0.994 -2.774 -0.005
H -0.716 -2.369 0.169
H 0.321 -1.452 -0.954
H 3.566 -0.715 -1.414
H 2.201 -0.205 -2.398
H 3.594 0.845 -2.221
H 3.154 2.192 1.814
H 4.375 1.168 1.071
H 3.928 2.688 0.319
H -0.071 -0.856 1.942
H -1.376 1.139 -0.685
H -2.457 -0.914 -1.632
```

Values from the calculation:
Charge   0
Kohn-Sham gap (spin up / spin down)   0.284 / 0.247 Eh
Energy above the lowest of the compared OMol25 structures with the same formula, charge and spin   336.82 kJ/mol
HOMO energy (spin up / spin down)   -6.88 / -6.83 eV
DFT total energy   -19952.456 eV

---

Record 5
Formula: C32H44FeN3O6SbSi2Te
Source: the Open Molecules 2025 dataset
Level of theory: wB97M-V/def2-TZVPD

```
90
C32H44FeN3O6SbSi2Te, DFT wB97M-V/def2-TZVPD
Fe -0.569 1.052 0.279
O 0.159 1.967 -1.313
C 1.230 2.675 -1.355
C 1.581 3.313 -2.581
C 2.721 4.064 -2.719
C 3.604 4.241 -1.645
C 3.293 3.639 -0.445
C 2.140 2.861 -0.262
C 1.958 2.250 1.040
N 0.965 1.507 1.357
N 0.973 0.971 2.641
C -0.141 0.298 2.830
O -1.078 0.137 1.983
C -0.301 -0.375 4.158
C -1.549 -0.876 4.512
C -1.724 -1.536 5.720
C -0.650 -1.708 6.582
C 0.599 -1.208 6.233
C 0.773 -0.540 5.030
H 0.891 3.181 -3.406
H 2.936 4.531 -3.675
H 4.501 4.837 -1.752
H 3.960 3.759 0.404
H 2.725 2.416 1.797
H -2.372 -0.735 3.824
H -2.702 -1.918 5.988
H -0.784 -2.229 7.523
H 1.441 -1.339 6.903
H 1.735 -0.140 4.742
O -4.167 6.567 2.534
C -4.614 5.644 1.820
O -5.763 5.465 1.374
C -3.576 4.558 1.434
C -2.266 4.641 1.888
C -1.357 3.657 1.549
N -1.685 2.613 0.789
C -2.944 2.522 0.335
C -3.908 3.469 0.636
C -3.226 1.306 -0.531
O -4.345 1.129 -1.001
O -2.207 0.545 -0.712
H -1.987 5.482 2.508
H -0.330 3.687 1.894
H -4.912 3.358 0.253
C -2.672 0.540 -5.968
Sb -2.180 0.922 -3.872
C -2.882 -1.016 -3.257
C -0.137 0.305 -4.211
H -2.261 -0.421 -6.283
H -2.263 1.328 -6.603
H -3.756 0.522 -6.098
H -3.100 -1.632 -4.131
H -3.762 -0.877 -2.633
H -2.104 -1.486 -2.656
H -0.098 -0.763 -4.434
H 0.454 0.530 -3.324
H 0.270 0.864 -5.055
C -0.993 -4.355 2.754
Si -0.964 -3.520 1.071
C -0.843 -4.845 -0.261
C -2.500 -2.502 0.814
C 0.605 -2.491 0.962
Te 0.534 -1.140 -0.686
C 2.618 -0.652 -0.625
Si 3.685 -1.761 -1.674
C 5.495 -1.319 -1.408
C 3.251 -1.505 -3.476
C 3.445 -3.569 -1.220
H -1.879 -4.985 2.866
H -1.007 -3.607 3.550
H -0.110 -4.984 2.898
H -1.717 -5.501 -0.244
H 0.049 -5.463 -0.128
H -0.791 -4.385 -1.252
H -3.389 -3.139 0.827
H -2.495 -1.952 -0.131
H -2.590 -1.743 1.592
H 1.467 -3.147 0.821
H 0.762 -1.889 1.858
H 2.886 -0.634 0.434
H 2.679 0.379 -0.985
H 5.673 -0.270 -1.655
H 6.152 -1.930 -2.034
H 5.786 -1.469 -0.366
H 3.391 -0.459 -3.760
H 2.204 -1.754 -3.663
H 3.873 -2.124 -4.128
H 3.716 -3.757 -0.178
H 4.068 -4.210 -1.850
H 2.404 -3.869 -1.359
```

Values from the calculation:
Charge   -2
Kohn-Sham gap   0.224 Eh
Energy above the lowest of the compared OMol25 structures with the same formula, charge and spin   0.00 kJ/mol
HOMO energy   -2.53 eV
DFT total energy   -114633.303 eV

---

Record 6
Formula: C23H29N5O
Source: the Open Molecules 2025 dataset
Level of theory: wB97M-V/def2-TZVPD

```
58
C23H29N5O, DFT wB97M-V/def2-TZVPD
C -0.428 -2.696 2.587
O -0.324 -1.764 1.541
C -0.805 -2.100 0.306
C -1.453 -3.295 0.019
C -1.941 -3.535 -1.256
C -1.795 -2.589 -2.252
C -1.143 -1.399 -1.971
C -0.633 -1.144 -0.708
C 0.114 0.151 -0.395
C -0.599 1.272 -1.078
N -0.236 1.996 -2.111
N -1.227 2.846 -2.351
N -2.180 2.683 -1.535
N -1.838 1.692 -0.705
C -2.697 1.284 0.369
C -2.566 2.238 1.568
C -1.174 2.184 2.133
C -0.181 3.024 1.641
C 1.118 2.922 2.106
C 1.437 1.986 3.074
C 0.452 1.153 3.579
C -0.845 1.248 3.106
N 1.532 0.174 -0.660
C 2.400 -0.316 0.381
C 2.867 -1.778 0.276
C 3.952 -1.971 -0.783
C 3.429 -2.161 -2.213
C 2.102 -1.462 -2.514
C 2.008 -0.010 -2.011
H -1.473 -2.928 2.822
H 0.037 -2.219 3.448
H 0.107 -3.623 2.356
H -1.587 -4.046 0.782
H -2.442 -4.469 -1.461
H -2.181 -2.772 -3.242
H -1.013 -0.661 -2.748
H 0.010 0.323 0.682
H -2.438 0.263 0.655
H -3.723 1.306 -0.010
H -3.296 1.940 2.322
H -2.800 3.250 1.232
H -0.426 3.761 0.891
H 1.881 3.573 1.708
H 2.451 1.906 3.437
H 0.695 0.427 4.341
H -1.611 0.592 3.495
H 1.892 -0.175 1.337
H 3.294 0.323 0.386
H 2.018 -2.433 0.080
H 3.279 -2.055 1.250
H 4.613 -1.102 -0.750
H 4.560 -2.841 -0.523
H 3.294 -3.228 -2.410
H 4.190 -1.800 -2.909
H 1.958 -1.466 -3.596
H 1.285 -2.041 -2.084
H 1.344 0.562 -2.660
H 2.998 0.454 -2.067
```

Values from the calculation:
Charge   0
SMILES   COc1ccccc1[C@H](c1nnnn1CCc1ccccc1)N1CCCCCC1
Kohn-Sham gap   0.310 Eh
Energy above the lowest of the compared OMol25 structures with the same formula, charge and spin   245.48 kJ/mol
HOMO energy   -7.95 eV
DFT total energy   -33818.585 eV

---

Record 7
Formula: C35H42F42N2O7P
Source: the Open Molecules 2025 dataset
Level of theory: wB97M-V/def2-TZVPD

```
129
C35H42F42N2O7P, DFT wB97M-V/def2-TZVPD
C 0.781 -4.116 1.858
C -0.526 -3.917 2.591
F -1.484 -4.743 2.017
C -0.980 -2.453 2.662
C -1.952 -1.805 1.635
N -1.527 -0.364 1.521
C -1.971 -2.380 0.191
O -3.300 -2.717 -0.132
P -4.425 -1.708 0.740
C -5.516 -0.457 1.777
C -5.793 0.731 0.964
N -6.772 0.819 0.148
C -5.407 -3.226 1.386
C -4.688 -4.502 1.781
C -5.581 -5.733 1.812
F -5.244 -6.644 0.784
O -3.243 -1.842 2.095
H 1.542 -3.492 2.334
H 1.116 -5.150 1.924
H 0.710 -3.814 0.814
H -0.391 -4.283 3.614
H -1.441 -2.281 3.637
H -0.058 -1.869 2.647
H -1.365 -0.016 2.462
H -0.623 -0.333 1.061
H -1.600 -1.604 -0.489
H -1.374 -3.284 0.082
H -5.335 -1.582 -0.365
H -3.715 -0.552 0.236
H -4.948 -0.172 2.664
H -6.464 -0.903 2.080
H -5.078 1.560 1.056
H -6.735 1.707 -0.350
H -6.019 -2.919 2.239
H -6.103 -3.468 0.575
H -3.890 -4.706 1.079
H -4.254 -4.384 2.774
H -5.501 -6.294 2.746
H -6.630 -5.471 1.652
C 1.926 2.298 -1.023
C 2.934 3.427 -0.779
C 4.382 3.195 -1.218
F 4.953 2.200 -0.516
F 5.093 4.330 -0.979
F 2.915 3.832 0.504
F 2.514 4.472 -1.558
O 1.601 1.472 0.074
C 2.266 0.319 0.356
C 2.803 0.326 1.795
F 3.675 1.343 1.955
F 3.458 -0.837 2.017
F 3.239 0.036 -0.531
F 1.371 -0.695 0.297
H 0.995 2.815 -1.249
H 2.191 1.716 -1.904
H 4.434 2.970 -2.286
H 1.975 0.428 2.501
C 9.397 6.215 0.085
C 8.092 6.959 -0.228
C 7.299 6.514 -1.462
F 8.018 6.725 -2.587
F 6.173 7.253 -1.536
F 8.305 8.290 -0.269
F 7.263 6.698 0.825
O 10.606 6.845 -0.300
C 11.214 6.621 -1.495
C 11.408 7.923 -2.290
F 10.221 8.497 -2.553
F 12.013 7.626 -3.463
F 10.596 5.684 -2.234
F 12.468 6.164 -1.237
H 9.440 6.198 1.172
H 9.347 5.181 -0.256
H 7.032 5.460 -1.391
H 12.033 8.613 -1.720
C -2.683 -10.593 -0.408
C -3.251 -11.848 0.268
C -3.428 -13.107 -0.589
F -4.335 -12.912 -1.564
F -3.869 -14.111 0.204
F -4.393 -11.576 0.923
F -2.310 -12.217 1.197
O -3.587 -9.578 -0.779
C -4.180 -9.524 -2.004
C -5.710 -9.577 -1.897
F -6.091 -10.725 -1.297
F -6.229 -9.562 -3.147
F -3.722 -10.480 -2.845
F -3.879 -8.332 -2.559
H -2.074 -10.130 0.368
H -2.013 -10.866 -1.224
H -2.473 -13.403 -1.032
H -6.079 -8.724 -1.326
C 0.487 3.610 -6.959
C -0.822 4.130 -7.567
C -1.417 5.419 -6.987
F -1.763 5.246 -5.698
F -2.526 5.735 -7.690
F -1.755 3.163 -7.591
F -0.514 4.455 -8.863
O 0.387 2.551 -6.028
C 0.280 2.752 -4.688
C -0.981 2.103 -4.091
F -2.075 2.638 -4.659
F -0.995 2.376 -2.768
F 0.367 4.049 -4.345
F 1.338 2.123 -4.096
H 1.018 3.175 -7.803
H 1.092 4.434 -6.579
H -0.701 6.242 -7.066
H -0.967 1.023 -4.248
C -1.558 4.310 3.761
C -0.799 2.977 3.764
C -1.299 1.869 4.699
F -1.215 2.268 5.986
F -0.494 0.792 4.543
F 0.522 3.181 3.971
F -0.962 2.473 2.511
O -0.993 5.376 4.507
C -1.315 5.636 5.799
C -0.076 5.614 6.711
F 0.507 4.403 6.689
F -0.467 5.881 7.979
F -2.285 4.838 6.275
F -1.783 6.912 5.859
H -1.497 4.647 2.728
H -2.612 4.160 3.995
H -2.327 1.589 4.461
H 0.637 6.372 6.381
```

Values from the calculation:
Charge   -1
Kohn-Sham gap   0.213 Eh
HOMO energy   -4.31 eV
DFT total energy   -177712.427 eV

---

Record 8
Formula: C2H6O2Tl
Source: the Open Molecules 2025 dataset
Level of theory: wB97M-V/def2-TZVPD

```
11
C2H6O2Tl, DFT wB97M-V/def2-TZVPD
O -5.917 2.519 0.654
Tl -6.459 4.034 2.059
C -3.136 1.336 -0.616
C -2.449 2.584 -1.119
H -3.915 0.932 -1.287
H -2.363 0.470 -0.475
H -3.189 3.304 -1.511
H -1.932 3.149 -0.332
H -1.730 2.341 -1.915
O -3.243 1.331 0.872
H -3.863 0.649 1.143
```

Values from the calculation:
Charge   0
Kohn-Sham gap (spin up / spin down)   0.318 / 0.266 Eh
<S²>   0.764
Energy above the lowest of the compared OMol25 structures with the same formula, charge and spin   136.14 kJ/mol
HOMO energy (spin up / spin down)   -8.83 / -8.64 eV
DFT total energy   -10955.314 eV
Spin multiplicity   2

---

Record 9
Formula: C8H21N4OPdSSi
Source: the Open Molecules 2025 dataset
Level of theory: wB97M-V/def2-TZVPD

```
37
C8H21N4OPdSSi, DFT wB97M-V/def2-TZVPD
Pd -0.154 0.203 -0.092
C 1.129 0.166 5.209
C 1.977 -0.019 4.011
N 3.273 0.060 3.946
N 3.577 -0.172 2.640
C 2.468 -0.370 1.878
S 2.427 -0.597 0.242
N 1.432 -0.306 2.792
N 0.080 -0.407 2.563
H 1.757 0.241 6.092
H 0.444 -0.678 5.294
H 0.529 1.070 5.096
H 4.528 -0.149 2.315
H -0.158 -0.020 1.528
H -0.203 -1.389 2.504
C -3.535 0.398 -1.856
Si -2.483 -0.125 -0.297
C -3.270 0.992 1.114
C -3.362 -1.836 0.095
H -4.602 0.334 -1.649
H -3.323 -0.254 -2.700
H -3.313 1.416 -2.164
H -4.356 1.049 1.070
H -2.877 2.004 1.045
H -2.993 0.604 2.092
H -4.446 -1.723 0.111
H -3.056 -2.234 1.060
H -3.120 -2.580 -0.660
C 1.801 4.410 -0.093
C 1.425 2.946 0.105
O 0.026 2.849 0.147
H 2.879 4.546 -0.046
H 1.328 5.003 0.686
H 1.435 4.758 -1.054
H 1.862 2.604 1.063
H 1.854 2.338 -0.713
H -0.236 1.881 -0.069
```

Values from the calculation:
Charge   -1
Kohn-Sham gap   0.210 Eh
Energy above the lowest of the compared OMol25 structures with the same formula, charge and spin   150.89 kJ/mol
HOMO energy   -2.90 eV
DFT total energy   -38837.289 eV

---

Record 10
Formula: C2H8NO2
Source: the Open Molecules 2025 dataset
Level of theory: wB97M-V/def2-TZVPD

```
13
C2H8NO2, DFT wB97M-V/def2-TZVPD
C -0.638 0.788 1.074
N -0.030 0.405 -0.218
C 1.251 -0.254 0.007
O 2.231 0.479 0.539
H -0.052 1.522 1.592
H -1.610 1.238 0.862
H -0.762 -0.089 1.703
H 0.169 1.287 -0.682
H 0.998 -1.103 0.676
H 1.572 -0.720 -0.927
H -1.430 -0.618 -0.934
H -1.978 -1.975 -1.477
O -2.242 -1.077 -1.245
```

Values from the calculation:
Charge   0
Kohn-Sham gap (spin up / spin down)   0.407 / 0.297 Eh
<S²>   0.754
Energy above the lowest of the compared OMol25 structures with the same formula, charge and spin   0.00 kJ/mol
HOMO energy (spin up / spin down)   -10.21 / -10.11 eV
DFT total energy   -7786.484 eV
Spin multiplicity   2

---

Question: Which formula does entry 7 have?
Answer: C35H42F42N2O7P

---

Question: The lowest DFT total energy belongs to which entry?
Answer: C35H42F42N2O7P